Entry 1:
{
  "formula": "C2H4O3S2",
  "method": "ωB97M-V/def2-TZVPD",
  "species": ["C", "C", "O", "O", "O", "S", "S", "H", "H", "H", "H"],
  "xyz": [[0.485, -0.973, 0.707], [0.548, 0.162, -0.298], [-1.880, 1.332, 0.513], [-1.981, -0.245, -1.342], [-0.884, -1.097, 0.775], [1.439, 1.643, -0.003], [-1.349, 0.224, -0.176], [0.986, -1.770, 0.304], [1.038, -0.911, 1.666], [1.233, -0.711, -1.716], [0.365, 2.346, -0.431]],
  "total_energy_ha": -1100.52360,
  "e_homo_ev": -9.59,
  "e_lumo_ha": -0.0249
}


Entry 2:
{
  "formula": "C5H8OS",
  "method": "ωB97M-V/def2-TZVPD",
  "species": ["C", "C", "C", "C", "C", "O", "S", "H", "H", "H", "H", "H", "H", "H", "H"],
  "xyz": [[1.639, 0.439, 0.162], [0.540, 0.006, -0.115], [3.042, 0.970, 0.278], [-1.669, -1.332, -0.968], [-1.101, -0.399, 0.051], [-1.294, -0.848, 1.293], [-1.755, 1.307, -0.337], [3.351, 1.421, -0.649], [3.074, 1.687, 1.062], [3.731, 0.349, 0.673], [-2.719, -1.137, -0.978], [-1.402, -1.160, -1.933], [-1.386, -2.375, -0.823], [-1.284, -0.159, 1.856], [-2.767, 1.231, 0.426]],
  "total_energy_ha": -668.43208,
  "e_homo_ev": [-4.34, -9.67],
  "spin_multiplicity": 3,
  "e_lumo_ha": [0.0260, -0.1091]
}


Entry 3:
{
  "formula": "C5H11N",
  "method": "ωB97M-V/def2-TZVPD",
  "species": ["C", "C", "C", "C", "C", "N", "H", "H", "H", "H", "H", "H", "H", "H", "H", "H", "H"],
  "xyz": [[-0.667, -0.375, 1.462], [-0.945, -0.270, -0.035], [0.292, 0.066, -0.862], [-0.010, 1.005, -1.824], [1.421, -0.986, -0.974], [-0.789, 0.994, 1.998], [0.323, -0.888, 1.620], [-1.608, -0.989, 1.781], [-1.500, 0.660, -0.117], [-1.439, -1.249, -0.328], [0.551, 0.995, -2.748], [-0.362, 2.082, -1.549], [1.920, -0.718, -1.884], [2.041, -0.979, -0.088], [1.148, -2.017, -1.056], [0.002, 1.675, 1.565], [-0.380, 0.994, 3.040]],
  "total_energy_ha": -251.44228,
  "e_homo_ev": [-14.02, -13.95],
  "total_charge": 1,
  "spin_multiplicity": 2,
  "e_lumo_ha": [-0.2020, -0.3078]
}


Entry 4:
{
  "formula": "C4H8O2S",
  "method": "ωB97M-V/def2-TZVPD",
  "species": ["C", "C", "C", "C", "H", "H", "H", "H", "H", "H", "H", "H", "O", "O", "S"],
  "xyz": [[1.912, 0.738, 1.032], [-0.262, 1.093, 0.454], [-1.567, -0.527, -1.528], [-0.870, -1.592, -0.765], [1.750, -0.113, 1.693], [2.899, 0.621, 0.605], [1.928, 1.640, 1.633], [-0.629, 0.270, 1.057], [-0.339, 2.025, 1.008], [0.176, -1.305, -0.719], [-0.989, -2.552, -1.247], [-1.346, -1.581, 0.202], [1.011, 0.869, 0.015], [-2.291, -0.777, -2.448], [-1.384, 1.189, -0.992]],
  "total_energy_ha": -705.84820,
  "e_homo_ev": -9.67,
  "e_lumo_ha": 0.0259,
  "smiles": "COCSC(C)=O"
}


Entry 5:
{
  "formula": "C9H14S",
  "method": "ωB97M-V/def2-TZVPD",
  "species": ["C", "C", "C", "C", "C", "C", "C", "H", "H", "H", "H", "H", "H", "H", "H", "C", "C", "S", "H", "H", "H", "H", "H", "H"],
  "xyz": [[-3.165, -0.765, 0.675], [-1.507, 2.416, -0.549], [-0.356, 2.449, 0.223], [-2.452, 1.420, -0.341], [-2.246, 0.433, 0.615], [-0.243, 1.561, 1.282], [-1.175, 0.556, 1.497], [-1.674, 3.136, -1.339], [0.411, 3.181, 0.016], [-3.331, 1.360, -0.964], [0.646, 1.557, 1.904], [-4.104, -0.532, 0.184], [-3.373, -1.135, 1.680], [-1.051, -0.059, 2.377], [-2.700, -1.565, 0.086], [3.058, -1.174, 0.531], [2.812, -1.987, -2.109], [3.375, -2.606, -0.529], [2.602, -0.353, -0.031], [2.354, -1.391, 1.336], [4.017, -0.812, 0.906], [3.001, -2.774, -2.844], [3.356, -1.083, -2.380], [1.743, -1.834, -2.228]],
  "total_energy_ha": -749.50247,
  "e_homo_ev": -8.44,
  "e_lumo_ha": 0.0312,
  "smiles": "Cc1ccccc1.CSC"
}


Entry 6:
{
  "formula": "C20H64N4O12",
  "method": "ωB97M-V/def2-TZVPD",
  "species": ["C", "C", "O", "H", "H", "H", "H", "H", "H", "C", "C", "O", "H", "H", "H", "H", "H", "H", "C", "C", "O", "H", "H", "H", "H", "H", "H", "C", "C", "O", "H", "H", "H", "H", "H", "H", "C", "C", "O", "H", "H", "H", "H", "H", "H", "C", "C", "O", "H", "H", "H", "H", "H", "H", "C", "C", "O", "H", "H", "H", "H", "H", "H", "C", "C", "O", "H", "H", "H", "H", "H", "H", "C", "O", "N", "N", "H", "H", "H", "H", "C", "O", "N", "N", "H", "H", "H", "H", "C", "O", "H", "H", "H", "H", "C", "O", "H", "H", "H", "H"],
  "xyz": [[18.173, -0.727, -6.220], [18.224, -1.809, -5.155], [19.059, -1.388, -4.121], [17.513, -0.991, -7.048], [19.172, -0.643, -6.613], [17.838, 0.251, -5.830], [18.667, -2.704, -5.552], [17.205, -1.967, -4.784], [19.186, -2.088, -3.471], [23.025, -4.963, -9.666], [22.200, -6.109, -10.243], [20.999, -6.201, -9.527], [24.020, -5.019, -10.105], [23.324, -4.896, -8.595], [22.453, -4.003, -9.894], [22.644, -7.037, -10.149], [21.962, -5.949, -11.272], [20.768, -5.404, -9.057], [22.014, -1.700, -5.579], [22.658, -2.918, -4.926], [22.895, -3.917, -5.906], [21.068, -1.895, -6.059], [22.630, -1.244, -6.318], [21.732, -1.105, -4.651], [22.039, -3.320, -4.128], [23.647, -2.695, -4.528], [23.192, -4.690, -5.494], [16.371, -4.514, -6.400], [17.291, -5.702, -6.277], [18.205, -5.678, -7.326], [15.532, -4.642, -5.747], [15.936, -4.629, -7.353], [16.800, -3.546, -6.229], [16.735, -6.627, -6.401], [17.791, -5.676, -5.269], [18.351, -6.554, -7.652], [19.607, -7.066, -3.406], [20.346, -6.759, -4.724], [20.670, -5.401, -4.781], [20.266, -6.854, -2.541], [19.434, -8.125, -3.384], [18.666, -6.532, -3.277], [19.765, -7.137, -5.611], [21.218, -7.416, -4.742], [21.567, -5.364, -4.379], [20.854, -3.298, -12.374], [19.292, -3.411, -12.112], [18.968, -4.553, -11.373], [21.340, -4.068, -12.967], [21.321, -3.272, -11.400], [21.184, -2.306, -12.857], [18.738, -3.313, -13.053], [19.015, -2.529, -11.467], [18.917, -4.277, -10.450], [14.205, -4.796, -10.316], [15.736, -4.551, -10.049], [16.310, -5.773, -9.698], [13.717, -5.312, -9.544], [13.989, -5.341, -11.219], [13.643, -3.868, -10.465], [15.810, -3.808, -9.277], [16.103, -4.031, -10.914], [16.443, -6.346, -10.451], [20.904, 2.481, -7.576], [21.089, 1.060, -8.218], [20.016, 0.710, -9.086], [19.904, 2.623, -7.110], [20.867, 3.198, -8.416], [21.782, 2.702, -6.930], [21.223, 0.303, -7.483], [21.990, 1.067, -8.878], [20.056, -0.251, -9.175], [19.878, -3.006, -8.500], [20.486, -1.832, -8.989], [18.653, -3.393, -8.837], [20.525, -3.865, -7.745], [18.020, -2.804, -9.440], [18.210, -4.179, -8.355], [21.436, -3.549, -7.436], [20.174, -4.612, -7.156], [16.079, -1.226, -10.359], [17.452, -1.274, -10.086], [15.535, -1.456, -11.532], [15.136, -1.011, -9.420], [16.202, -1.535, -12.314], [14.534, -1.554, -11.845], [15.266, -0.793, -8.365], [14.206, -1.307, -9.596], [22.824, -0.476, -11.327], [23.537, 0.710, -10.894], [21.990, -0.629, -10.626], [23.539, -1.285, -11.179], [22.515, -0.387, -12.346], [23.992, 0.460, -10.093], [24.292, -1.852, -8.552], [24.530, -0.462, -8.596], [24.856, -2.271, -9.410], [23.246, -1.951, -8.731], [24.528, -2.278, -7.574], [24.783, -0.107, -7.695]],
  "total_energy_ha": -1922.14394,
  "e_homo_ev": -8.05,
  "e_lumo_ha": 0.0032,
  "smiles": "NC(N)=O.NC(N)=O.CCO.CCO.CCO.CCO.CCO.CCO.CCO.CCO.CO.CO"
}


Entry 7:
{
  "formula": "C29H50N7PSV",
  "method": "ωB97M-V/def2-TZVPD",
  "species": ["V", "N", "C", "C", "N", "C", "C", "N", "C", "C", "N", "H", "H", "H", "H", "H", "H", "H", "H", "H", "H", "H", "H", "H", "H", "H", "H", "H", "H", "C", "N", "C", "C", "N", "C", "S", "C", "C", "C", "C", "C", "N", "H", "H", "H", "H", "H", "H", "H", "H", "H", "C", "C", "C", "C", "P", "C", "C", "C", "C", "C", "C", "C", "C", "C", "C", "H", "H", "H", "H", "H", "H", "H", "H", "H", "H", "H", "H", "H", "H", "H", "H", "H", "H", "H", "H", "H", "H", "H"],
  "xyz": [[0.979, 0.414, 0.694], [3.345, -1.087, 2.259], [3.818, -0.038, 3.163], [4.013, 1.233, 2.369], [2.737, 1.839, 1.893], [3.091, 2.916, 0.940], [1.895, 3.397, 0.158], [1.276, 2.239, -0.535], [2.026, 2.427, 3.067], [0.751, 1.686, 3.396], [-0.042, 1.595, 2.146], [3.052, -1.901, 2.791], [4.129, -1.399, 1.690], [4.757, -0.285, 3.667], [3.074, 0.108, 3.950], [4.636, 1.017, 1.497], [4.554, 1.974, 2.967], [3.839, 2.525, 0.247], [3.563, 3.758, 1.457], [2.202, 4.163, -0.557], [1.145, 3.857, 0.804], [1.829, 2.019, -1.362], [0.378, 2.531, -0.919], [1.787, 3.473, 2.861], [2.681, 2.432, 3.940], [0.198, 2.212, 4.177], [0.952, 0.673, 3.748], [-0.217, 2.544, 1.822], [-0.969, 1.224, 2.352], [-1.495, -3.988, 2.210], [-0.559, -3.812, 1.098], [-0.325, -4.778, 0.145], [0.608, -4.302, -0.693], [0.961, -3.024, -0.247], [0.210, -2.746, 0.860], [0.178, -1.356, 1.861], [1.977, -2.236, -0.855], [2.803, -2.836, -1.804], [3.854, -2.124, -2.342], [4.095, -0.833, -1.885], [3.226, -0.316, -0.960], [2.142, -0.966, -0.474], [-2.402, -4.446, 1.825], [-1.732, -3.019, 2.636], [-1.045, -4.630, 2.965], [-0.844, -5.719, 0.145], [1.021, -4.770, -1.563], [2.662, -3.860, -2.102], [4.496, -2.584, -3.080], [4.938, -0.254, -2.232], [3.400, 0.668, -0.547], [-3.843, 1.907, -1.596], [-2.425, 2.141, -1.051], [-2.584, 2.789, 0.327], [-1.689, 3.141, -1.954], [-1.487, 0.479, -0.876], [-2.779, -0.576, -0.124], [-3.620, -1.392, -0.885], [-4.680, -2.070, -0.301], [-4.941, -1.929, 1.054], [-4.128, -1.109, 1.824], [-3.056, -0.453, 1.239], [-1.100, -0.218, -2.604], [0.230, 0.385, -3.083], [-0.912, -1.744, -2.470], [-2.129, 0.059, -3.712], [-4.346, 2.874, -1.621], [-4.427, 1.256, -0.950], [-3.861, 1.512, -2.606], [-3.245, 3.651, 0.227], [-1.642, 3.179, 0.712], [-3.044, 2.123, 1.058], [-2.368, 3.962, -2.190], [-1.363, 2.728, -2.903], [-0.838, 3.612, -1.452], [-3.480, -1.492, -1.947], [-5.318, -2.690, -0.916], [-5.782, -2.439, 1.503], [-4.335, -0.972, 2.877], [-2.444, 0.179, 1.869], [1.053, 0.127, -2.416], [0.185, 1.467, -3.205], [0.466, -0.032, -4.064], [-0.790, -2.069, -1.438], [-0.039, -2.060, -3.043], [-1.767, -2.285, -2.869], [-2.213, 1.114, -3.958], [-3.122, -0.323, -3.493], [-1.781, -0.450, -4.613]],
  "total_energy_ha": -3201.07497,
  "e_homo_ev": [-16.66, -16.64],
  "total_charge": 3,
  "spin_multiplicity": 3,
  "e_lumo_ha": [-0.3539, -0.3233]
}


Entry 8:
{
  "formula": "C2H3N2O2",
  "method": "ωB97M-V/def2-TZVPD",
  "species": ["C", "C", "N", "N", "O", "O", "H", "H", "H"],
  "xyz": [[2.592, 0.071, 0.052], [0.060, 0.292, -0.127], [0.429, -1.075, -0.334], [1.134, -0.189, 0.588], [3.258, -0.922, -0.127], [2.853, 1.311, -0.080], [0.220, 0.969, -0.907], [-1.006, 0.507, 0.457], [-0.157, -1.669, 0.227]],
  "total_energy_ha": -337.98787,
  "e_homo_ev": -4.15,
  "total_charge": -1,
  "e_lumo_ha": 0.1600,
  "smiles": "O=C([O-])N1CN1"
}


Entry 9:
{
  "formula": "C6H11N2O",
  "method": "ωB97M-V/def2-TZVPD",
  "species": ["C", "C", "C", "C", "C", "C", "N", "N", "O", "H", "H", "H", "H", "H", "H", "H", "H", "H", "H", "H"],
  "xyz": [[0.073, -1.447, 1.032], [-0.353, 1.426, -1.308], [-0.419, 0.817, 0.111], [0.226, 0.280, -2.118], [0.416, -0.735, 2.186], [-0.043, -0.558, -0.030], [0.139, -0.932, 3.515], [0.092, -0.893, -1.294], [0.271, -2.855, 1.113], [-1.403, 1.671, -1.591], [0.138, 2.365, -1.489], [-0.072, 1.503, 0.884], [-1.526, 0.790, 0.323], [-0.286, 0.157, -3.160], [1.360, 0.317, -2.418], [0.633, 0.257, 2.096], [0.167, -1.828, 3.840], [0.439, -0.169, 4.217], [0.445, -3.074, 0.286], [0.708, -1.577, -1.580]],
  "total_energy_ha": -419.64963,
  "e_homo_ev": -12.67,
  "total_charge": 1,
  "e_lumo_ha": -0.1665,
  "smiles": "N/C=C(\\O)C1=[NH+]CCC1"
}


Entry 10:
{
  "formula": "C4H8N3",
  "method": "ωB97M-V/def2-TZVPD",
  "species": ["C", "C", "C", "C", "N", "N", "N", "H", "H", "H", "H", "H", "H", "H", "H"],
  "xyz": [[-1.274, -0.445, -0.163], [0.043, -1.171, -0.426], [-0.561, 0.800, 0.011], [0.782, 0.178, -0.184], [1.865, 0.666, -0.930], [-1.056, 2.042, 0.013], [2.127, 0.353, 0.329], [-1.995, -0.429, -0.857], [-1.825, -0.600, 0.742], [0.297, -1.949, 0.179], [-0.003, -1.462, -1.568], [-0.678, 2.840, 0.483], [-2.006, 2.110, -0.272], [2.680, 0.788, 0.990], [2.389, -1.568, 0.533]],
  "total_energy_ha": -320.94129,
  "e_homo_ev": [-13.04, -13.20],
  "total_charge": 1,
  "e_lumo_ha": [-0.2097, -0.2122]
}


Entry 11:
{
  "formula": "C6H12O",
  "method": "ωB97M-V/def2-TZVPD",
  "species": ["C", "C", "O", "C", "C", "C", "C", "H", "H", "H", "H", "H", "H", "H", "H", "H", "H", "H", "H"],
  "xyz": [[0.008, 1.917, 1.117], [-0.632, 0.358, 0.898], [-1.893, 0.302, 0.225], [-1.253, -0.109, -1.003], [0.012, -0.535, -0.223], [0.071, -2.064, -0.057], [1.349, -0.007, -0.698], [-0.422, 2.488, 1.980], [1.099, 1.916, 1.312], [-0.224, 2.465, 0.218], [-0.575, 0.411, 1.955], [-1.103, 0.746, -1.681], [-1.816, -0.887, -1.542], [-0.890, -2.493, 0.245], [0.823, -2.348, 0.686], [0.360, -2.541, -1.010], [2.096, -0.152, 0.091], [1.294, 1.062, -0.918], [1.695, -0.530, -1.594]],
  "total_energy_ha": -310.96873,
  "e_homo_ev": -9.08,
  "e_lumo_ha": 0.0353,
  "smiles": "C[C@H]1OCC1(C)C"
}


Entry 12:
{
  "formula": "C24H27OSi",
  "method": "ωB97M-V/def2-TZVPD",
  "species": ["C", "Si", "C", "C", "O", "C", "C", "C", "C", "C", "C", "C", "C", "H", "H", "H", "H", "H", "H", "H", "H", "H", "H", "H", "H", "H", "H", "H", "H", "C", "C", "C", "C", "C", "C", "C", "C", "C", "C", "C", "C", "C", "H", "H", "H", "H", "H", "H", "H", "H", "H", "H", "H"],
  "xyz": [[2.206, 2.141, 2.594], [2.142, 0.304, 2.312], [1.591, -0.102, 0.588], [3.773, -0.477, 2.727], [0.994, -0.324, 3.374], [-0.113, -1.099, 3.122], [-0.004, -2.450, 3.287], [-1.331, -0.388, 2.714], [-2.346, -1.062, 1.995], [-3.477, -0.372, 1.556], [-3.608, 1.002, 1.819], [-2.601, 1.680, 2.523], [-1.478, 0.994, 2.971], [2.951, 2.559, 1.900], [1.241, 2.622, 2.386], [2.508, 2.389, 3.621], [2.334, 0.325, -0.101], [1.541, -1.187, 0.423], [0.608, 0.331, 0.355], [4.523, -0.072, 2.031], [4.085, -0.249, 3.756], [3.742, -1.567, 2.602], [-0.869, -3.050, 3.031], [0.924, -2.906, 3.634], [-2.197, -2.124, 1.794], [-4.259, -0.908, 1.012], [-4.493, 1.542, 1.480], [-2.684, 2.747, 2.738], [-0.700, 1.517, 3.534], [-0.844, -1.483, 6.976], [-1.155, -2.801, 7.402], [-2.550, -3.132, 7.438], [-3.003, -4.381, 7.827], [-2.078, -5.375, 8.201], [-0.706, -5.080, 8.190], [-0.244, -3.819, 7.815], [0.376, -0.761, 6.917], [0.259, 0.643, 6.668], [1.366, 1.466, 6.559], [2.656, 0.924, 6.703], [2.805, -0.448, 6.949], [1.695, -1.285, 7.053], [-1.723, -0.881, 6.734], [-3.257, -2.352, 7.146], [-4.075, -4.591, 7.840], [-2.431, -6.362, 8.502], [0.013, -5.850, 8.485], [0.821, -3.616, 7.847], [-0.747, 1.053, 6.551], [1.230, 2.532, 6.357], [3.531, 1.572, 6.619], [3.808, -0.871, 7.058], [1.844, -2.346, 7.215]],
  "total_energy_ha": -1295.25354,
  "e_homo_ev": -10.70,
  "total_charge": 1,
  "e_lumo_ha": -0.2115
}